Entry 1:
A gas-phase ion, C14H29ClNO5P2S (charge +1) in a non-equilibrium geometry. Source: OMol25; level of theory: wB97M-V/def2-TZVPD.

Properties
electronic energy	-68643.5663	eV
structure (SMILES)	CCOCCCCC[C@]1([PH2]=S)[C@H](OCC)C(C)=[NH+][C@@]1(Cl)P(=O)(O)O
HOMO-LUMO gap	7.1	eV
charge	+1
relative energy (zero: lowest compared OMol25 entry of this formula, charge and spin)	39.75	kcal/mol
E_HOMO	-11.605	eV

Element x y z (Å)
Cl (0.572, 3.087, -1.576)
S (-0.317, -1.190, -4.735)
P (0.229, 0.443, -3.838)
P (2.940, 1.396, -1.602)
O (3.435, 0.399, -2.832)
O (-2.192, 1.708, 3.766)
O (0.361, -2.296, -1.495)
O (3.407, 2.948, -1.997)
O (3.643, 1.058, -0.292)
N (1.009, 0.865, 0.137)
C (-2.025, 1.256, -0.818)
C (-3.209, 1.559, 1.476)
C (0.919, -1.355, 1.443)
C (0.636, -4.703, -1.595)
C (1.043, 1.345, -1.286)
C (1.380, -3.309, -1.459)
C (0.185, 0.218, -1.951)
C (0.949, -0.444, 0.186)
C (0.223, 1.189, 4.351)
C (0.912, -1.010, -1.310)
C (-1.362, 0.090, -1.658)
C (-3.105, 0.636, 0.183)
C (-1.313, 0.892, 4.556)
C (-1.928, 1.450, 2.391)
H (-1.552, -0.189, 4.341)
H (0.820, 0.286, 4.044)
H (-1.334, 1.842, -0.174)
H (0.573, -2.362, 1.093)
H (3.382, 3.480, -1.185)
H (0.152, -0.998, 2.176)
H (-0.709, 1.493, -4.142)
H (-1.426, 0.470, 2.179)
H (1.021, 1.511, 0.932)
H (0.561, -5.026, -2.662)
H (-4.096, 0.468, -0.300)
H (-1.651, -0.878, -1.169)
H (2.072, -3.244, -2.335)
H (1.926, -3.317, -0.474)
H (3.959, -0.295, -2.392)
H (0.443, 1.994, 3.607)
H (-1.545, 1.090, 5.631)
H (2.000, -1.185, -1.518)
H (-1.212, 2.248, 2.026)
H (1.189, -5.496, -1.031)
H (1.944, -1.374, 1.886)
H (-2.626, 1.909, -1.506)
H (-1.893, 0.070, -2.650)
H (-3.283, 2.610, 1.106)
H (1.494, 0.892, -4.313)
H (-0.407, -4.664, -1.192)
H (-2.776, -0.371, 0.572)
H (-4.108, 1.281, 2.087)
H (0.688, 1.522, 5.317)

***

Entry 2:
3 unconnected molecules or ions with the total composition C14H29N4O6P in a non-equilibrium geometry. Source: OMol25; level of theory: wB97M-V/def2-TZVPD.

Properties
electronic energy	-42519.7093	eV
structure (SMILES)	NC1=CC(=O)C(N)=C(P(O)O)C1=O.COC[C@@H](C)N.COC[C@@H](C)N
HOMO-LUMO gap	7.5	eV
relative energy (zero: lowest compared OMol25 entry of this formula, charge and spin)	41.55	kcal/mol
E_HOMO	-8.904	eV

Element x y z (Å)
P (2.096, 4.468, 0.159)
O (3.783, 4.356, 0.562)
O (2.176, -4.405, 2.178)
O (2.117, 5.419, -1.299)
O (2.790, 1.744, 1.649)
O (-0.261, 0.452, -2.578)
O (-5.644, 2.048, -0.422)
N (0.185, 3.369, -2.304)
N (3.601, -0.824, 0.379)
N (-2.938, 2.503, -1.250)
N (1.072, -3.410, -0.275)
C (0.699, 0.789, -1.842)
C (-5.071, 3.343, -0.276)
C (2.963, -4.423, 0.990)
C (0.865, 2.357, -1.510)
C (-2.982, 2.916, 1.151)
C (2.141, -4.415, -0.315)
C (2.394, 1.534, 0.470)
C (2.605, 0.100, -0.178)
C (1.704, -5.676, 2.590)
C (1.770, -0.257, -1.274)
C (1.532, -5.772, -0.658)
C (-3.531, 3.349, -0.206)
C (1.699, 2.678, -0.411)
C (-5.801, 1.333, 0.792)
H (-3.508, 3.422, 1.966)
H (2.442, 4.771, -1.977)
H (-0.056, 4.204, -1.746)
H (-5.368, 3.896, -1.173)
H (3.554, -3.503, 1.018)
H (-1.922, 3.173, 1.231)
H (-3.241, 2.849, -2.159)
H (2.825, -4.154, -1.130)
H (0.674, -6.018, -0.030)
H (-3.380, 1.585, -1.184)
H (3.679, -5.254, 1.011)
H (1.538, -5.640, 3.669)
H (0.744, -5.894, 2.117)
H (2.423, -6.472, 2.377)
H (-4.897, 0.762, 1.014)
H (-5.516, 3.871, 0.576)
H (4.548, -0.620, 0.024)
H (1.181, -5.779, -1.693)
H (-3.200, 4.380, -0.372)
H (-3.061, 1.839, 1.312)
H (-6.050, 1.992, 1.629)
H (0.541, -3.569, 0.582)
H (1.869, -1.287, -1.762)
H (3.641, -0.608, 1.390)
H (-6.617, 0.619, 0.661)
H (-0.743, 2.947, -2.524)
H (1.492, -2.495, -0.129)
H (4.172, 3.977, -0.267)
H (2.272, -6.571, -0.554)

***

Entry 3:
2 unconnected molecules or ions with the total composition C14H29N5O6 in a non-equilibrium geometry. Source: OMol25; level of theory: wB97M-V/def2-TZVPD.

Properties
electronic energy	-34724.9217	eV
structure (SMILES)	CNC(=O)[C@H](CCC(N)=O)NC(C)=O.O=C(CNCCO)NCCO
HOMO-LUMO gap	9.0	eV
relative energy (zero: lowest compared OMol25 entry of this formula, charge and spin)	21.19	kcal/mol
E_HOMO	-8.543	eV

Element x y z (Å)
O (-0.569, 1.365, -2.704)
O (-1.538, 0.669, 2.734)
O (3.628, 1.370, -1.700)
O (4.867, -1.542, 2.380)
O (-0.639, -3.260, 1.958)
O (-4.846, -0.355, -2.676)
N (-5.403, -2.162, -1.589)
N (-1.346, 2.264, 1.248)
N (3.944, 1.151, 1.081)
N (1.882, -0.043, -1.862)
N (-1.025, -1.425, 0.817)
C (0.712, 1.587, -3.310)
C (-3.007, -0.225, -0.145)
C (3.180, 0.132, 0.314)
C (-1.484, 0.970, 1.550)
C (-2.731, -2.276, 2.441)
C (-1.389, -2.323, 1.736)
C (1.553, 0.312, -3.241)
C (2.910, 0.544, -1.146)
C (-3.142, -1.277, -1.258)
C (-1.181, 2.878, -0.065)
C (5.442, -0.240, 2.550)
C (4.382, 0.869, 2.461)
C (-1.585, -0.109, 0.442)
C (-4.524, -1.233, -1.897)
H (6.214, -0.073, 1.792)
H (-3.520, -2.510, 1.732)
H (2.226, -0.055, 0.815)
H (3.520, 0.598, 3.079)
H (1.002, -0.510, -3.710)
H (-1.306, 2.872, 2.053)
H (-1.965, 2.546, -0.746)
H (-1.185, 2.077, -2.951)
H (-0.202, 2.618, -0.473)
H (-2.730, -3.023, 3.233)
H (1.274, -0.690, -1.374)
H (5.924, -0.195, 3.532)
H (-0.958, 0.247, -0.374)
H (-3.288, 0.744, -0.556)
H (4.207, -1.723, 3.072)
H (2.472, 0.453, -3.819)
H (1.232, 2.411, -2.810)
H (-1.241, 3.964, 0.030)
H (-5.169, -2.909, -0.962)
H (-6.295, -2.082, -2.043)
H (-2.963, -2.273, -0.855)
H (4.709, 1.522, 0.506)
H (4.807, 1.787, 2.879)
H (-0.138, -1.656, 0.405)
H (-3.716, -0.450, 0.651)
H (0.576, 1.865, -4.360)
H (-2.907, -1.304, 2.888)
H (-2.400, -1.080, -2.032)
H (3.731, -0.811, 0.280)

***

Entry 4:
A molecular structure, C14H29NiP2 in a non-equilibrium geometry. Source: OMol25; level of theory: wB97M-V/def2-TZVPD.

Properties
electronic energy	-74606.2136	eV
2S+1	3
<S²>	2.011
HOMO-LUMO gap (spin up / spin down)	2.2 / 6.6	eV
charge	-1
E_HOMO (spin up / spin down)	1.033 / -3.477	eV

Element x y z (Å)
Ni (0.181, 0.221, 0.265)
P (-0.489, 2.159, 0.313)
P (-0.109, -0.618, 2.164)
C (-0.831, 0.571, 3.406)
C (-0.647, -1.912, -1.463)
C (-1.117, -2.176, 1.980)
C (0.300, 0.154, -1.954)
C (0.678, -1.906, -0.914)
C (2.681, -0.254, 2.308)
C (1.548, -1.184, 2.780)
C (-0.872, -0.675, -2.129)
C (1.312, -0.659, -1.277)
C (-2.540, -1.894, 1.481)
C (0.142, 1.701, 3.766)
C (-1.112, -3.102, 3.194)
C (-1.410, -0.069, 4.676)
C (1.624, -1.427, 4.286)
H (2.597, 0.737, 2.771)
H (0.486, 2.266, 2.895)
H (-0.631, -0.537, 5.278)
H (1.180, -2.716, -0.382)
H (-1.771, -0.385, -2.668)
H (-0.937, 2.670, -0.924)
H (2.378, -0.431, -1.216)
H (-2.201, -0.788, 4.465)
H (0.496, 1.109, -2.446)
H (1.011, 1.335, 4.317)
H (-1.603, -2.648, 4.064)
H (-1.681, -4.010, 2.931)
H (-3.163, -1.443, 2.274)
H (1.669, -2.155, 2.258)
H (-1.340, -2.740, -1.404)
H (-1.853, 0.737, 5.282)
H (-0.388, 2.412, 4.421)
H (3.638, -0.699, 2.611)
H (-3.002, -2.849, 1.193)
H (-0.570, -2.696, 1.168)
H (-1.573, 2.475, 1.167)
H (0.515, 3.094, 0.667)
H (2.576, -1.954, 4.497)
H (2.690, -0.132, 1.220)
H (0.818, -2.056, 4.669)
H (1.646, -0.486, 4.857)
H (-2.559, -1.241, 0.603)
H (-1.673, 1.003, 2.830)
H (-0.103, -3.415, 3.475)